[1]
17
Properties=species:S:1:pos:R:3 method="wB97M-V/def2-TZVPD" relative_energy_ev=0.0000 multiplicity=3 lumo_energy_ev="0.789 / -1.554"
C 0.18835 2.67680 -0.58848
C 1.66261 -0.05540 -1.00074
C -2.68877 0.10006 -0.12700
N -1.32456 -0.26362 -0.47771
Si 2.53390 -1.05475 0.32412
Si 0.05668 0.86638 -0.46294
H -0.76835 3.19848 -0.23318
H 0.97086 3.14423 0.01099
H 2.28534 0.77382 -0.93764
H 1.79880 -0.52996 -1.95056
H -3.02613 1.15241 -0.31622
H -3.43433 -0.61525 -0.39545
H -2.66531 0.06797 0.99189
H -1.17175 -0.95321 -1.28912
H 3.96145 -0.47733 0.25850
H 2.34027 -2.43292 0.38377
H 1.65804 -0.64325 1.78410

---

[2]
81
Properties=species:S:1:pos:R:3 method="wB97M-V/def2-TZVPD" charge=+3 multiplicity=7 lumo_energy_ev="-8.236 / -8.103"
Tb -1.34394 0.45207 -0.10806
C 0.34677 2.46269 -2.38444
C -1.04978 2.99298 -2.24569
C -1.47623 4.07015 -3.01530
C -2.77685 4.52524 -2.88498
C -3.60981 3.90475 -1.95962
C -3.11902 2.84323 -1.21577
N -1.86471 2.37794 -1.36681
Sb -4.54062 1.97529 0.24859
C -4.28913 -0.09514 -0.48469
C -5.39634 -0.92085 -0.40522
C -5.44296 -2.06841 -1.19051
C -4.44417 -2.26651 -2.12641
C -3.36682 -1.38694 -2.17254
C -2.31516 -1.49501 -3.22416
N -3.24779 -0.36488 -1.30007
C -3.10784 2.07023 1.92609
C -3.59503 2.41430 3.17378
C -2.69120 2.78168 4.16625
C -1.34870 2.85616 3.84212
C -0.92886 2.50418 2.56014
C 0.49045 2.66772 2.12937
N -1.79866 2.07679 1.62716
H 1.04468 3.28822 -2.52453
H 0.42297 1.83126 -3.27494
H 0.65361 1.88988 -1.49121
H -0.79366 4.53923 -3.70680
H -3.13627 5.34897 -3.48494
H -4.63010 4.24282 -1.81753
H -6.22320 -0.64784 0.23589
H -6.27192 -2.75409 -1.10810
H -4.50045 -3.07666 -2.83502
H -1.81997 -2.46663 -3.20973
H -1.58116 -0.68790 -3.10368
H -2.78564 -1.38927 -4.20424
H -4.66022 2.40345 3.36163
H -3.03416 3.04714 5.15447
H -0.62084 3.20270 4.56042
H 0.87439 3.62366 2.48283
H 0.55815 2.65050 1.03439
H 1.13137 1.88199 2.54088
Br -2.34502 -1.21534 2.18950
C -1.75317 -2.97066 1.57674
Br -0.99387 -2.71134 -0.18314
H -2.61196 -3.64168 1.50917
H -0.97714 -3.34077 2.25051
O 0.54757 0.03080 0.54254
As 1.98711 -0.82164 0.39561
C 2.21661 -1.35292 -1.45711
C 3.40812 -1.94530 -1.86456
C 3.56722 -2.31291 -3.19089
C 2.54668 -2.08672 -4.10294
C 1.37353 -1.46339 -3.70325
C 1.21469 -1.08945 -2.37964
C 3.55806 0.22541 0.86826
C 4.62577 -0.42341 1.48438
C 5.79938 0.27165 1.72319
C 5.90146 1.60789 1.36667
C 4.83776 2.25246 0.75283
C 3.66674 1.56069 0.49415
C 1.92623 -2.33718 1.61535
C 1.29064 -2.16197 2.84237
C 1.31641 -3.18134 3.78258
C 1.99999 -4.35629 3.50292
C 2.63929 -4.52486 2.28339
C 2.60091 -3.51879 1.33095
H 4.20510 -2.09873 -1.14503
H 4.48803 -2.77372 -3.51360
H 2.66720 -2.38441 -5.13292
H 0.59497 -1.27358 -4.42736
H 0.29472 -0.57641 -2.03953
H 4.54468 -1.47177 1.75251
H 6.63941 -0.22785 2.18030
H 6.81927 2.14288 1.55300
H 4.92209 3.28798 0.45751
H 2.83650 2.05228 -0.00510
H 0.79679 -1.21376 3.05838
H 0.82359 -3.05378 4.73642
H 2.03827 -5.13622 4.24550
H 3.17751 -5.43572 2.07693
H 3.09767 -3.63516 0.37436

---

[3]
20
Properties=species:S:1:pos:R:3 method="wB97M-V/def2-TZVPD" smiles="[H]/N=C(/N1CC1)N1C[C@H]1C" relative_energy_ev=2.4350 multiplicity=1 lumo_energy_ev=1.106
H -0.42048 2.54831 0.43344
N -1.07746 1.84497 0.06640
C -0.50964 0.71740 0.02796
N -1.19452 -0.42222 -0.43808
C -1.82378 -1.29609 0.53629
C -2.66172 -0.42534 -0.28909
N 0.80687 0.38980 0.43424
C 1.94850 1.13364 0.02392
C 1.69312 -0.22201 -0.49198
C 2.44650 -1.43373 0.03151
H -1.71826 -2.39020 0.32339
H -1.64769 -0.99619 1.57347
H -3.19891 -0.87719 -1.12960
H -3.15369 0.45363 0.13736
H 2.69133 1.27611 0.80370
H 1.83644 1.96130 -0.65561
H 1.36177 -0.23970 -1.51978
H 3.28263 -1.76064 -0.62094
H 2.91300 -1.19784 1.03455
H 1.75167 -2.30876 0.15037

---

[4]
12
Properties=species:S:1:pos:R:3 method="wB97M-V/def2-TZVPD" smiles="O=C(O)C/C=N/O" relative_energy_ev=4.5140 multiplicity=1 lumo_energy_ev=0.165
O 1.91236 1.45080 -1.66842
C 0.98693 0.97851 -1.02267
O -0.03402 1.74721 -0.74939
C 1.10288 -0.25268 -0.24750
C -0.18145 -0.91025 0.49473
N -1.28161 -0.28038 0.47369
O -2.44685 -0.85825 0.90062
H -0.75824 1.27155 -0.14079
H 1.77443 -1.20484 -0.78949
H 1.96402 -0.05436 0.51994
H -0.08499 -1.85214 0.74595
H -2.95346 -0.03519 1.48335

---

[5]
34
Properties=species:S:1:pos:R:3 method="wB97M-V/def2-TZVPD" charge=-1 relative_energy_ev=7.1130 multiplicity=1 lumo_energy_ev=2.506
Cu -0.98143 0.03825 -3.06119
C 1.84013 3.43579 0.59335
C 2.11476 2.01145 0.20960
C 0.85587 1.17343 0.20036
C 0.98671 -0.30526 -0.19140
N -0.03464 -1.31804 0.27832
C -0.41881 -1.26872 1.77081
C -1.70682 -0.56895 1.85603
C -2.17079 -0.09936 0.33231
C -1.26321 -0.98461 -0.54862
C 0.48420 -2.72300 -0.04034
H 1.26633 3.89986 -0.20883
H 2.75582 4.01925 0.68919
H 1.30774 3.75151 1.49056
H 2.66700 1.54042 1.02278
H 2.67767 2.00970 -0.72379
H 0.30541 1.75599 -0.53837
H 0.06604 1.32404 0.93629
H 1.78368 -0.73189 0.41763
H 1.20576 -0.51958 -1.23743
H -0.29721 -2.21409 2.29957
H 0.43337 -0.81138 2.27354
H -2.31629 -1.35285 2.30562
H -1.49595 0.25864 2.53333
H -3.20399 -0.18386 -0.00453
H -1.84232 0.90420 0.06198
H -1.71373 -1.95395 -0.76201
H -1.10197 -0.57852 -1.54721
H -0.38999 -3.33972 0.16838
H 1.21764 -3.07273 0.68620
H 0.65641 -2.73438 -1.11659
Br 0.15295 -1.67520 -2.71012
Br -0.96799 0.37967 -5.15376
Br -2.87235 -0.06613 -2.28169

---

[6]
18
Properties=species:S:1:pos:R:3 method="wB97M-V/def2-TZVPD" charge=-1 relative_energy_ev=4.2834 multiplicity=1 lumo_energy_ev=3.796
C -2.19311 -0.23077 -1.12114
C -2.77425 -1.34114 -0.20964
C -1.03220 -0.75168 -1.98219
N -0.44302 0.10279 1.20727
C 0.50185 0.90663 0.66850
C 2.02254 0.66104 0.75502
O 2.47000 0.72965 1.90073
O 2.50205 0.43144 -0.38262
H -1.59516 0.40943 -0.51029
H -2.82789 0.43330 -1.72599
H -3.05065 -2.20169 -0.84196
H -2.03039 -1.45926 0.57654
H -3.76736 -1.12599 0.19206
H -0.26908 -1.26835 -1.38651
H -1.21831 -1.37539 -2.85065
H -0.56905 0.16568 -2.36623
H 0.18420 1.76804 0.04735
H 0.15642 -0.41981 0.32666

---

[7]
28
Properties=species:S:1:pos:R:3 method="wB97M-V/def2-TZVPD" smiles="CN(C)P(=S)(N(C)C)n1ccnc1" relative_energy_ev=0.6233 multiplicity=1 lumo_energy_ev=0.735
C 0.64692 -2.11412 -1.45088
N 1.08277 -0.72705 -0.97025
C 2.51791 -0.54609 -1.12995
P 0.45769 -0.38490 0.52201
S 1.40954 -1.20758 2.07000
N 0.43310 1.29116 0.60486
C -0.34426 1.76450 1.71961
C 0.68978 2.07579 -0.54587
N -1.16196 -0.96735 0.16252
C -2.03914 -1.09731 1.24502
C -3.08742 -0.29539 0.92390
N -2.88392 0.20062 -0.37417
C -1.69412 -0.19152 -0.78300
H -0.36283 -2.18492 -1.28430
H 1.08434 -2.13118 -2.35343
H 1.17784 -2.74446 -0.70907
H 2.94965 -0.38824 -0.16334
H 2.91139 -1.44528 -1.57447
H 2.62175 0.15383 -1.84654
H 0.13434 2.60331 2.30523
H -1.40550 2.18515 1.45913
H -0.58949 0.97762 2.39682
H 1.44824 2.71757 -0.19056
H 1.15570 1.55327 -1.30357
H -0.15924 2.70343 -0.71788
H -1.75612 -1.50747 2.22509
H -4.01161 -0.17887 1.52815
H -1.22537 -0.11455 -1.76503

---

[8]
11
Properties=species:S:1:pos:R:3 method="wB97M-V/def2-TZVPD" smiles=B1NCCO1 relative_energy_ev=0.0000 multiplicity=1 lumo_energy_ev=0.801
B -1.46363 0.86110 0.02998
N -0.07846 1.18050 0.04466
C 0.75102 -0.04807 -0.06244
C -0.35170 -1.11268 0.04184
O -1.61944 -0.45129 -0.04604
H -2.22293 1.61291 -0.22101
H 0.35573 1.99530 0.23380
H 1.50886 -0.05856 0.80606
H 1.27273 -0.05115 -1.05289
H -0.32132 -2.00427 -0.62735
H -0.43294 -1.81067 0.99324

---

The calculation returns the following E values, one per record and in order: -20529.0863, -275329.6171, -10868.3838, -10821.1738, -265911.8078, -10929.9813, -33585.5813, -6386.1180 eV.